(1)
# C18H36Br2IN2O8P

A 3-piece molecular cluster, C18H36Br2IN2O8P overall at a distorted geometry (the ωB97M-V functional and the def2-TZVPD basis, the Open Molecules 2025 dataset).

Computed properties:
* HOMO: -9.12 eV
* orbital gap: 0.3445 Eh
* total charge: 0
* SMILES string: CC[C@H](Br)N[C@@H](CO[C@@H](CCCI)N=C(C)C)P(O)Br.COC(=O)OC.COC(=O)OC
* LUMO energy: 0.25 eV

Atoms and positions in Å:
C (1.89925, 3.00767, 2.38861)
C (1.56822, 1.72108, 1.60942)
C (0.78500, 0.70321, 2.45513)
Br (1.58108, -1.07993, 2.32422)
N (-0.63584, 0.63526, 2.08975)
C (-1.49548, 1.22486, 3.11332)
C (-2.92232, 1.47753, 2.60492)
O (-2.87640, 1.97261, 1.28148)
C (-3.90744, 2.89508, 0.95927)
C (-5.32092, 2.30096, 1.00628)
C (-6.12000, 2.40773, 2.30451)
C (-6.72440, 3.76507, 2.64773)
I (-7.89062, 4.63781, 1.09098)
N (-3.79572, 4.10325, 1.77498)
C (-2.65237, 4.65257, 1.85151)
C (-2.35933, 5.50935, 3.05989)
C (-1.55558, 4.54507, 0.82234)
P (-1.51332, 0.18008, 4.68816)
O (-3.06369, 0.25466, 5.18734)
Br (-0.47472, 1.61387, 6.08578)
H (1.86823, 2.84342, 3.46734)
H (1.20818, 3.82152, 2.16753)
H (2.89746, 3.36278, 2.13819)
H (1.00041, 1.92669, 0.70410)
H (2.51355, 1.26058, 1.32954)
H (0.90952, 0.97162, 3.50534)
H (-0.87682, -0.34644, 1.99368)
H (-1.07665, 2.20292, 3.36965)
H (-3.48157, 0.53389, 2.60851)
H (-3.38783, 2.19791, 3.28072)
H (-3.71154, 3.14054, -0.09084)
H (-5.21809, 1.24042, 0.76093)
H (-5.89180, 2.74017, 0.18753)
H (-5.54216, 2.08630, 3.17418)
H (-6.95484, 1.70612, 2.21930)
H (-5.97111, 4.49007, 2.92942)
H (-7.40654, 3.65626, 3.48786)
H (-2.33677, 4.88333, 3.95141)
H (-1.42727, 6.05913, 2.94097)
H (-3.16846, 6.23227, 3.17928)
H (-1.93979, 4.12602, -0.10457)
H (-1.20529, 5.55609, 0.60590)
H (-0.72889, 3.92146, 1.15888)
H (-3.42951, 1.15208, 5.24729)
C (4.50516, -5.41247, -2.83624)
O (4.41479, -5.58499, -1.42025)
C (3.83173, -4.56764, -0.78602)
O (3.40330, -3.56837, -1.30361)
O (3.80559, -4.84561, 0.51606)
C (3.20066, -3.82895, 1.32199)
H (4.99522, -6.29912, -3.22654)
H (3.51421, -5.32532, -3.27816)
H (5.10289, -4.53542, -3.07794)
H (2.16204, -3.68030, 1.03343)
H (3.74873, -2.89329, 1.23293)
H (3.25021, -4.18797, 2.34595)
C (4.92248, -6.88837, -9.31796)
O (4.99141, -6.39331, -7.97699)
C (4.57745, -5.13426, -7.83661)
O (4.17062, -4.42284, -8.71725)
O (4.69196, -4.79900, -6.55100)
C (4.27795, -3.46056, -6.25675)
H (5.28657, -7.91031, -9.27607)
H (3.89603, -6.87451, -9.67901)
H (5.55359, -6.29622, -9.97765)
H (3.22792, -3.31880, -6.50476)
H (4.88675, -2.73888, -6.79755)
H (4.41497, -3.32640, -5.18776)

***

(2)
# CH4O2PS

An isolated ion of composition CH4O2PS and charge -1 at a distorted geometry (the ωB97M-V functional and the def2-TZVPD basis, the Open Molecules 2025 dataset).

Computed properties:
* HOMO: -2.82 eV
* orbital gap: 0.2334 Eh
* ΔE to the lowest compared entry with this formula, charge and spin: 65.53 kcal per mole
* total charge: -1
* SMILES string: [O-]P(O)CS
* LUMO energy: 3.54 eV

Atoms and positions in Å:
C (-0.28929, -0.63681, -0.40584)
O (2.44924, -0.56710, -0.11428)
O (1.19261, 1.52053, 0.32344)
P (1.40036, 0.29959, -0.73815)
S (-1.82339, 0.28105, -0.63323)
H (-0.51625, -0.99538, 0.68585)
H (-0.43259, -1.63124, -1.06452)
H (1.77828, 1.19487, 0.91889)
H (-1.51192, 0.88290, -1.83074)

***

(3)
# C24H27CoN5Sb

C24H27CoN5Sb as an isolated structure (the ωB97M-V functional and the def2-TZVPD basis, the Open Molecules 2025 dataset).

Computed properties:
* multiplicity: 2
* HOMO (alpha / beta): -11.21 / -11.18 eV
* orbital gap (alpha / beta): 0.2804 / 0.2837 Eh
* ΔE to the lowest compared entry with this formula, charge and spin: 16.67 kcal per mole
* total charge: +1
* LUMO energy (alpha / beta): -3.58 / -3.46 eV

Atoms and positions in Å:
Co (-0.19360, -0.07176, 0.64717)
C (3.88245, -0.31015, 1.41285)
C (4.08810, -1.65416, 1.74753)
C (3.00320, -2.43733, 2.03055)
C (1.70313, -1.90750, 1.95538)
N (1.50757, -0.64824, 1.50859)
C (2.59661, 0.13180, 1.29811)
N (0.69628, -2.68672, 2.46221)
C (-0.54427, -2.42866, 2.29360)
N (-1.11948, -1.50229, 1.44079)
C (-2.49060, -1.54940, 1.60966)
N (-3.38921, -0.84266, 1.04180)
C (-3.12353, 0.19115, 0.18220)
C (-4.24455, 0.69452, -0.50216)
C (-4.14110, 1.79016, -1.31333)
C (-2.89973, 2.41623, -1.42865)
C (-1.84084, 1.87488, -0.75864)
N (-1.90514, 0.76440, 0.01825)
C (-2.81330, -2.60557, 2.59092)
C (-4.02208, -3.04963, 3.08133)
C (-3.98473, -4.06385, 4.03374)
C (-2.77302, -4.59834, 4.47039)
C (-1.56128, -4.14336, 3.96086)
C (-1.61548, -3.14403, 3.01342)
H (4.70506, 0.37162, 1.25351)
H (5.09047, -2.05798, 1.81824)
H (3.09898, -3.46263, 2.35854)
H (2.39549, 1.16820, 1.05378)
H (-5.18212, 0.18258, -0.33706)
H (-5.00923, 2.17622, -1.83224)
H (-2.75963, 3.30815, -2.02278)
H (-0.88304, 2.35835, -0.82188)
H (-4.95635, -2.62428, 2.73861)
H (-4.91098, -4.44420, 4.44428)
H (-2.77678, -5.37951, 5.21926)
H (-0.61532, -4.55416, 4.29084)
C (4.23235, 0.96095, -1.98871)
C (2.97517, 0.61417, -2.77855)
Sb (1.12117, 0.69058, -1.70558)
C (-0.11509, 0.94372, -3.44184)
C (-0.05652, 2.26818, -4.19485)
C (1.50424, 2.63801, -0.78215)
C (1.37217, 3.91027, -1.62133)
H (5.09435, 0.98072, -2.65808)
H (4.43615, 0.22408, -1.21287)
H (4.17173, 1.94540, -1.52197)
H (3.04070, -0.38408, -3.20990)
H (2.81200, 1.31698, -3.59734)
H (-1.13300, 0.70254, -3.13986)
H (0.23384, 0.12491, -4.07533)
H (-0.47238, 3.08849, -3.61411)
H (-0.64109, 2.19072, -5.11391)
H (0.95959, 2.54179, -4.48328)
H (2.53493, 2.54365, -0.43634)
H (0.88671, 2.69364, 0.11561)
H (1.89301, 3.82024, -2.57424)
H (1.80441, 4.76070, -1.09087)
H (0.33362, 4.16252, -1.83414)

***

Values of E, in order: -7205.98054; -930.58275; -2827.34936, all in Ha.